(1)
Below is a molecular structure, C47H40F6I2N4O2 at a distorted geometry, with properties calculated with ωB97M-V/def2-TZVPD.

ΔE to the lowest compared entry with this formula, charge and spin = 285.2 kcal/mol
HOMO-LUMO gap = 6.77 eV
total energy = -3378.48410 a.u.
molar mass = 1060.66 g mol⁻¹
F_max = 0.1496 Eh/bohr
net charge = 0

```
101
C47H40F6I2N4O2, DFT ωB97M-V/def2-TZVPD
C 3.86669 0.10541 1.50480
C 2.71341 0.64404 0.42077
N 1.68763 -0.46656 0.32020
C 0.27383 0.02146 0.55035
C -0.79126 0.35615 -0.65329
C -2.34967 0.84286 -0.35117
N -3.22452 1.10564 -1.54391
C -4.62571 1.50016 -1.17258
C -5.10424 1.62672 0.37710
C -6.70717 2.02994 0.62772
O -7.51609 0.83640 0.24310
N -7.18265 -0.22842 1.01496
O -7.43990 -1.28688 0.41212
N -4.27115 1.42705 1.61205
C -2.89002 1.02977 1.17223
C -1.79538 0.70252 2.39271
I -2.44659 0.94597 4.50260
C -0.24266 0.20516 2.12406
I 0.99002 -0.20724 3.89894
H 4.03828 0.86618 2.38495
H 4.86510 -0.23185 0.96834
H 3.43260 -0.88499 2.00883
H 2.25296 1.69071 0.75192
H 3.26831 0.87148 -0.61140
H 1.78706 -1.03208 -0.55379
H -0.45624 0.23406 -1.78363
H -5.40231 1.70691 -2.04236
H -6.96723 2.91447 -0.11045
H -6.89903 2.37087 1.74293
F -10.59671 -1.64717 -5.65544
C -9.76292 -1.87765 -4.63256
C -9.61494 -0.91490 -3.64016
C -8.75078 -1.15662 -2.57228
C -8.03525 -2.35515 -2.51443
C -8.18681 -3.31313 -3.51804
C -9.05939 -3.07581 -4.57979
H -10.17261 0.01359 -3.70621
H -8.63393 -0.41361 -1.78727
H -7.35798 -2.54137 -1.68365
H -7.62576 -4.24344 -3.47301
H -9.19601 -3.81328 -5.36376
F 4.26256 0.95055 4.38646
C 5.42388 1.23560 4.99036
C 6.53932 1.54184 4.21858
C 7.74740 1.84373 4.84707
C 7.82929 1.82526 6.24161
C 6.70538 1.51171 7.00739
C 5.49481 1.22086 6.37891
H 6.45890 1.54309 3.13646
H 8.62329 2.09207 4.25287
H 8.77289 2.05642 6.73128
H 6.77258 1.49395 8.09250
H 4.60913 0.98378 6.95898
F 1.75243 -2.07744 -1.78312
C 2.37302 -3.20244 -2.16242
C 1.97895 -4.41884 -1.61587
C 2.62138 -5.59105 -2.01434
C 3.65917 -5.53232 -2.94780
C 4.05082 -4.30596 -3.48685
C 3.40075 -3.13544 -3.09655
H 1.17650 -4.44403 -0.88587
H 2.31554 -6.54799 -1.59880
H 4.16295 -6.44633 -3.25496
H 4.86154 -4.26225 -4.21012
H 3.68637 -2.17480 -3.51214
F 6.96060 2.17789 1.24074
C 6.63450 3.47567 1.17706
C 7.28088 4.38509 2.00700
C 6.94529 5.73717 1.93740
C 5.95825 6.16354 1.04536
C 5.31162 5.24230 0.22007
C 5.65532 3.89209 0.28202
H 8.03906 4.03434 2.69951
H 7.45028 6.45726 2.57646
H 5.69367 7.21758 0.99458
H 4.54082 5.57592 -0.47050
H 5.16912 3.16379 -0.35853
F -11.49521 -5.84980 3.61502
C -10.85087 -5.00161 2.80262
C -11.13025 -3.64123 2.87308
C -10.45587 -2.75715 2.03095
C -9.51654 -3.24517 1.11921
C -9.24676 -4.61291 1.05258
C -9.91313 -5.49531 1.90250
H -11.86906 -3.28142 3.58171
H -10.66144 -1.69089 2.08364
H -8.99403 -2.55575 0.45948
H -8.51826 -4.99086 0.33932
H -9.70917 -6.56044 1.87028
F 4.93459 2.23327 -2.71872
C 6.02437 2.43355 -3.47163
C 5.97480 3.34886 -4.51729
C 7.11078 3.56149 -5.29826
C 8.28163 2.84759 -5.03135
C 8.31989 1.92733 -3.98273
C 7.18722 1.72319 -3.19506
H 5.05410 3.88803 -4.71495
H 7.08465 4.28061 -6.11320
H 9.16608 3.01048 -5.64355
H 9.23105 1.36987 -3.77948
H 7.20211 1.01829 -2.37042
```

(2)
Below is a molecular structure, C47H41BMgN9O4Se at a distorted geometry, with properties calculated with ωB97M-V/def2-TZVPD.

ΔE to the lowest compared entry with this formula, charge and spin = 19.7 kcal/mol
HOMO-LUMO gap = 6.81 eV
total energy = -5235.73867 a.u.
molar mass = 909.98 g mol⁻¹
F_max = 0.0518 Eh/bohr
net charge = +1

```
104
C47H41BMgN9O4Se, DFT ωB97M-V/def2-TZVPD
Mg -0.17920 -0.12800 0.56970
C 4.04260 1.04860 -2.88180
O 3.29510 -0.13300 -3.14670
C 2.39950 -0.25910 -2.14310
N 2.42810 0.60140 -1.21320
C 3.53560 1.50260 -1.47930
C 3.18210 2.96660 -1.42700
C 1.88200 3.39610 -1.21610
C 1.59420 4.75080 -1.21590
C 2.60100 5.67810 -1.41570
C 3.90540 5.25240 -1.60430
C 4.19490 3.90100 -1.61080
C 1.52520 -1.43260 -2.22350
C 1.97480 -2.53230 -2.95800
C 1.13420 -3.62120 -3.10890
C -0.13840 -3.54900 -2.56870
C -0.49650 -2.40630 -1.85010
N 0.33250 -1.38430 -1.64180
C -1.84560 -2.27330 -1.30900
N -2.18190 -1.40870 -0.44290
C -3.54080 -1.71220 -0.02910
C -4.01580 -2.69540 -1.12780
O -2.79520 -3.13390 -1.73050
C -4.40700 -0.50740 0.22670
C -3.83590 0.69140 0.63460
C -4.64230 1.76760 0.96150
C -6.02080 1.64860 0.91210
C -6.59230 0.45450 0.50800
C -5.79040 -0.61860 0.16110
H 3.82100 1.78850 -3.65790
H 5.10650 0.80490 -2.90410
H 4.30960 1.31470 -0.72110
H 1.11080 2.66050 -1.04650
H 0.58010 5.08960 -1.05890
H 2.36920 6.73120 -1.42110
H 4.69680 5.97350 -1.74030
H 5.20950 3.56430 -1.76260
H 2.95760 -2.51270 -3.40090
H 1.45610 -4.49070 -3.66110
H -0.85150 -4.34600 -2.70060
H -3.45150 -2.24760 0.93020
H -4.62030 -2.19390 -1.89510
H -4.54910 -3.56420 -0.74470
H -2.76110 0.75920 0.71820
H -4.19230 2.69850 1.27650
H -6.64910 2.47740 1.19790
H -7.66590 0.35140 0.47390
H -6.24590 -1.55060 -0.13860
Se -3.11790 7.38960 -0.53050
N -2.37980 6.57740 0.83860
C -2.04760 5.34900 0.49000
C -1.41760 4.38950 1.35110
C -1.09870 4.67750 2.68060
C -0.53850 3.68420 3.45120
C -0.30620 2.43980 2.86670
N -0.55030 2.16800 1.60220
C -1.10850 3.11010 0.83990
C -1.42180 2.76640 -0.53790
N -1.07440 1.55340 -0.98020
C -1.35020 1.23180 -2.22530
C -2.00290 2.07900 -3.12130
C -2.36780 3.33300 -2.68870
C -2.06590 3.70150 -1.37560
C -2.36970 5.00640 -0.86110
N -2.93890 5.97560 -1.55320
H -1.30420 5.66490 3.06110
H -0.28620 3.85760 4.48400
H 0.07300 1.61920 3.45630
H -1.02730 0.24970 -2.53120
H -2.20930 1.75710 -4.12930
H -2.86980 4.04480 -3.32410
O -1.43430 -2.33000 2.38110
B -0.94560 -1.03860 2.23500
O -1.27480 -0.30350 3.36560
C -1.96410 -1.13010 4.19980
C -2.51730 -0.87670 5.43860
C -3.18210 -1.92840 6.05350
C -3.27390 -3.17810 5.45520
C -2.72060 -3.43190 4.20830
C -2.06130 -2.38670 3.59250
H -2.44270 0.09360 5.90410
H -3.64100 -1.76990 7.01780
H -3.78660 -3.97510 5.97330
H -2.80640 -4.40010 3.74080
C 3.25100 -1.44210 1.20830
C 4.56350 -1.58860 2.01860
N 4.48170 -0.79400 3.23370
C 3.40340 -1.29550 4.07130
C 2.07950 -1.29890 3.27270
N 2.28220 -0.65520 1.97270
C 2.82490 0.68850 2.19460
C 4.20580 0.59240 2.88770
H 2.80610 -2.41640 0.98240
H 3.42240 -0.92160 0.26700
H 5.42870 -1.23970 1.45000
H 4.73970 -2.62800 2.30200
H 3.34010 -0.64680 4.94610
H 3.66800 -2.29780 4.41090
H 1.30020 -0.75000 3.80180
H 1.72140 -2.31600 3.09780
H 2.11570 1.23480 2.81700
H 2.88150 1.19510 1.23090
H 4.23390 1.18010 3.80790
H 5.00830 0.94940 2.23940
```

(3)
Below is 8 unconnected molecules or ions with the total composition C47H41BNO16S, with properties calculated with ωB97M-V/def2-TZVPD.

HOMO-LUMO gap = 3.29 eV
total energy = -3497.11941 a.u.
molar mass = 918.71 g mol⁻¹
F_max = 0.0126 Eh/bohr
net charge = -1

```
107
C47H41BNO16S, DFT ωB97M-V/def2-TZVPD
N 0.52280 5.30745 -4.79211
C -0.64584 4.56242 -5.32368
C -0.94355 3.34435 -4.44540
C -2.39917 2.86082 -4.51556
C -3.44024 3.98031 -4.50000
C -4.76498 3.63510 -3.76310
O -5.81627 3.92543 -4.64987
B -5.22859 4.80057 -5.67388
S -5.15866 6.71646 -5.06381
O -3.84654 4.30921 -5.80445
H 0.63415 6.16134 -5.32882
H 0.29147 5.61629 -3.85209
H -1.52143 5.20578 -5.40540
H -0.36924 4.22129 -6.32272
H -0.28424 2.53361 -4.77208
H -0.66386 3.54146 -3.40548
H -2.55857 2.23695 -5.39858
H -2.58863 2.22110 -3.65183
H -3.00749 4.85266 -3.98725
H -4.83344 4.30385 -2.88619
H -4.81286 2.60928 -3.39308
H -5.81047 4.81009 -6.73562
H -5.80762 6.69824 -3.89034
C -4.62435 -1.99232 -2.26831
C -3.87100 -0.94665 -2.59705
C -2.76984 -0.48691 -1.70807
O -2.06505 0.45075 -2.00453
C -2.55076 -1.24138 -0.44551
C -3.29809 -2.29400 -0.12938
C -4.39947 -2.74489 -1.01424
O -5.09067 -3.70033 -0.71570
H -5.43543 -2.34286 -2.89422
H -4.01619 -0.37983 -3.50793
H -1.74937 -0.89714 0.19025
H -3.13951 -2.86393 0.77751
C -7.36588 2.65966 -1.71028
C -8.56659 3.00760 -1.25019
C -9.18516 2.30627 -0.10398
O -10.27876 2.62372 0.32801
C -8.42912 1.19427 0.52197
C -7.22810 0.84342 0.07276
C -6.60344 1.54806 -1.07592
O -5.50842 1.22076 -1.48227
H -6.89643 3.16459 -2.54819
H -9.14118 3.81354 -1.68878
H -8.91339 0.70941 1.35897
H -6.65416 0.03680 0.51300
C 3.26015 -2.31682 1.45201
C 2.03339 -2.75411 1.71866
C 0.83844 -1.92727 1.40713
O -0.28180 -2.35376 1.59383
C 1.06773 -0.58765 0.81352
C 2.29609 -0.14722 0.55167
C 3.48147 -0.98431 0.84493
O 4.60966 -0.59675 0.59700
H 4.14504 -2.90882 1.65522
H 1.84285 -3.72816 2.15119
H 0.18943 0.00304 0.58684
H 2.47841 0.81457 0.09198
C 9.02779 -3.73105 3.92443
C 7.97901 -4.39727 3.44967
C 6.87491 -3.69797 2.74818
O 5.91736 -4.31377 2.32357
C 6.98766 -2.22634 2.57697
C 8.04042 -1.56138 3.04609
C 9.14205 -2.26038 3.75342
O 10.11068 -1.65594 4.16455
H 9.84258 -4.20809 4.45211
H 7.87165 -5.46928 3.55717
H 6.18728 -1.73406 2.03651
H 8.15142 -0.49108 2.92668
C 4.47568 2.39430 -5.04820
C 3.44281 2.31029 -4.21339
C 3.50013 1.44366 -3.01290
O 2.55436 1.36468 -2.25724
C 4.74691 0.67253 -2.77028
C 5.77782 0.76127 -3.60557
C 5.72368 1.62946 -4.80950
O 6.66911 1.70727 -5.56646
H 4.45743 3.01384 -5.93560
H 2.51444 2.84740 -4.36988
H 4.76838 0.05845 -1.87799
H 6.70062 0.21595 -3.45256
C -11.45011 0.84842 3.59838
C -12.60498 0.89166 4.25754
C -12.96737 -0.15346 5.24669
O -14.01877 -0.11662 5.84937
C -11.99494 -1.25462 5.47159
C -10.84016 -1.30131 4.81389
C -10.47820 -0.24985 3.83184
O -9.42514 -0.28253 3.23126
H -11.16436 1.59081 2.86127
H -13.33314 1.67813 4.10615
H -12.28594 -2.00543 6.19517
H -10.11450 -2.09167 4.95778
C 13.26199 -4.08296 5.55282
C 14.54874 -4.38977 5.41210
C 15.06242 -5.73668 5.76789
O 16.23420 -6.01800 5.64299
C 14.08534 -6.73057 6.28404
C 12.79868 -6.42501 6.42489
C 12.28964 -5.07775 6.06970
O 11.11713 -4.79091 6.19330
H 12.85616 -3.11053 5.30074
H 15.27950 -3.68506 5.03647
H 14.48546 -7.70477 6.53440
H 12.06693 -7.12946 6.79942
```